[1]
{"formula": "C50H49CrN3O2P2", "method": "ωB97M-V with the def2-TZVPD basis set", "spin_multiplicity": 5, "s2": 6.021, "homo_energy_ev": [-12.977, -13.104], "total_charge": 2, "de_lowest_kj_mol": 0.0, "energy_ha": -3976.2892, "lumo_ev": [-4.29, -4.68], "symbols": ["Cr", "O", "C", "C", "C", "C", "C", "C", "C", "C", "N", "H", "H", "H", "H", "H", "H", "H", "H", "H", "H", "H", "C", "C", "C", "C", "C", "C", "C", "C", "P", "C", "C", "C", "C", "C", "C", "C", "C", "C", "C", "C", "C", "C", "O", "C", "C", "C", "C", "C", "C", "P", "C", "C", "C", "C", "C", "C", "C", "C", "C", "C", "C", "C", "H", "H", "H", "H", "H", "H", "H", "H", "H", "H", "H", "H", "H", "H", "H", "H", "H", "H", "H", "H", "H", "H", "H", "H", "H", "H", "H", "H", "H", "H", "H", "H", "C", "N", "C", "C", "N", "H", "H", "H", "H", "H", "H"], "positions_angstrom": [[0.28, -0.54, 0.76], [1.40, -2.36, 1.99], [0.76, -3.57, 2.45], [-0.24, -3.30, 3.55], [-1.19, -2.16, 3.19], [-1.90, -2.39, 1.88], [-2.93, -3.31, 1.81], [-3.60, -3.52, 0.62], [-3.22, -2.78, -0.50], [-2.18, -1.89, -0.37], [-1.51, -1.71, 0.78], [2.04, -2.08, 2.66], [1.53, -4.28, 2.76], [0.25, -3.98, 1.57], [0.25, -3.09, 4.50], [-0.82, -4.22, 3.70], [-0.63, -1.22, 3.13], [-1.93, -2.01, 3.97], [-3.22, -3.85, 2.71], [-4.41, -4.23, 0.56], [-3.72, -2.89, -1.45], [-1.87, -1.29, -1.20], [-3.71, 1.86, -3.67], [-2.32, 2.42, -3.31], [-2.02, 3.65, -4.18], [-1.29, 1.34, -3.58], [-0.96, 0.99, -4.88], [-0.05, -0.01, -5.18], [0.54, -0.71, -4.14], [0.22, -0.41, -2.82], [1.02, -1.40, -1.52], [0.51, -3.12, -1.82], [0.98, -4.07, -0.92], [0.59, -5.40, -1.03], [-0.29, -5.78, -2.03], [-0.76, -4.84, -2.93], [-0.37, -3.51, -2.83], [2.77, -1.28, -2.01], [3.58, -2.39, -2.21], [4.90, -2.22, -2.62], [5.41, -0.95, -2.83], [4.60, 0.16, -2.62], [3.29, 0.00, -2.20], [-0.67, 0.63, -2.55], [-0.92, 0.91, -1.22], [-1.64, 2.05, -0.88], [-1.68, 2.40, 0.47], [-2.44, 3.50, 0.86], [-3.12, 4.26, -0.07], [-3.05, 3.90, -1.41], [-2.31, 2.80, -1.84], [-0.83, 1.46, 1.77], [-2.14, 1.29, 3.03], [-2.10, 1.92, 4.27], [-3.15, 1.76, 5.16], [-4.25, 0.99, 4.82], [-4.31, 0.38, 3.57], [-3.26, 0.53, 2.68], [0.41, 2.59, 2.46], [1.16, 2.16, 3.56], [2.16, 2.96, 4.09], [2.44, 4.19, 3.51], [1.73, 4.61, 2.40], [0.71, 3.81, 1.88], [-3.75, 1.56, -4.72], [-4.48, 2.61, -3.51], [-3.96, 0.99, -3.06], [-2.08, 3.41, -5.24], [-1.03, 4.05, -3.96], [-2.76, 4.44, -4.00], [-1.44, 1.52, -5.70], [0.19, -0.25, -6.21], [1.26, -1.49, -4.36], [1.66, -3.77, -0.13], [0.97, -6.13, -0.33], [-0.60, -6.81, -2.12], [-1.44, -5.13, -3.72], [-0.75, -2.79, -3.54], [3.19, -3.39, -2.08], [5.52, -3.09, -2.79], [6.43, -0.83, -3.18], [4.99, 1.15, -2.81], [2.67, 0.87, -2.07], [-2.49, 3.76, 1.91], [-3.70, 5.11, 0.23], [-3.59, 4.48, -2.13], [-1.26, 2.54, 4.55], [-3.11, 2.25, 6.13], [-5.07, 0.88, 5.51], [-5.17, -0.20, 3.29], [-3.32, 0.08, 1.70], [0.95, 1.19, 4.02], [2.71, 2.62, 4.96], [3.22, 4.82, 3.92], [1.95, 5.56, 1.94], [0.16, 4.15, 1.01], [4.79, 2.45, 1.35], [4.41, 1.09, 0.96], [5.46, 0.16, 0.53], [3.17, 0.75, 0.88], [2.04, 0.50, 0.81], [5.25, 2.96, 0.51], [5.49, 2.41, 2.19], [3.90, 3.00, 1.66], [5.98, 0.58, -0.34], [5.01, -0.79, 0.25], [6.16, 0.01, 1.35]]}


[2]
{"formula": "C50H50AsN6OS4Y", "method": "ωB97M-V with the def2-TZVPD basis set", "homo_energy_ev": -6.464, "total_charge": 0, "de_lowest_kj_mol": 0.0, "energy_ha": -6206.1479, "lumo_ev": -0.15, "symbols": ["Y", "C", "C", "C", "C", "C", "C", "C", "H", "H", "H", "H", "H", "H", "H", "H", "C", "N", "C", "C", "N", "C", "C", "C", "C", "C", "C", "N", "C", "N", "C", "C", "C", "C", "C", "C", "N", "H", "H", "H", "H", "H", "H", "H", "H", "H", "H", "H", "H", "H", "H", "H", "O", "C", "S", "C", "C", "S", "S", "S", "C", "C", "C", "C", "C", "C", "As", "N", "C", "C", "C", "C", "C", "C", "C", "C", "C", "C", "C", "C", "C", "C", "C", "C", "C", "C", "H", "H", "H", "H", "H", "H", "H", "H", "H", "H", "H", "H", "H", "H", "H", "H", "H", "H", "H", "H", "H", "H", "H", "H", "H", "H", "H"], "positions_angstrom": [[-1.26, 0.40, -0.21], [-0.52, 3.65, -4.34], [-0.16, 2.20, -4.34], [-1.14, 1.24, -4.61], [-0.83, -0.11, -4.59], [0.46, -0.52, -4.32], [1.44, 0.42, -4.06], [1.13, 1.77, -4.08], [-1.18, 3.85, -3.49], [-1.05, 3.93, -5.25], [0.37, 4.27, -4.23], [-2.14, 1.57, -4.84], [-1.60, -0.84, -4.80], [0.71, -1.57, -4.32], [2.46, 0.11, -3.86], [1.91, 2.50, -3.89], [-2.82, -2.90, 0.73], [-1.96, -1.93, 1.40], [-2.48, -1.32, 2.62], [-3.22, -0.05, 2.35], [-3.53, 0.39, 1.15], [-4.20, 1.58, 1.34], [-4.82, 2.44, 0.43], [-5.41, 3.58, 0.93], [-5.41, 3.88, 2.29], [-4.83, 3.03, 3.21], [-4.25, 1.87, 2.72], [-3.64, 0.80, 3.33], [-3.14, -2.48, -0.68], [-2.93, -1.28, -1.16], [-3.54, -1.26, -2.40], [-3.79, -0.21, -3.27], [-4.46, -0.49, -4.45], [-4.86, -1.79, -4.76], [-4.68, -2.84, -3.89], [-4.05, -2.55, -2.69], [-3.78, -3.30, -1.56], [-3.78, -2.99, 1.25], [-2.36, -3.90, 0.71], [-1.06, -2.37, 1.61], [-1.62, -1.08, 3.27], [-3.13, -2.01, 3.19], [-4.82, 2.22, -0.63], [-5.89, 4.27, 0.25], [-5.87, 4.79, 2.63], [-4.84, 3.26, 4.27], [-3.42, 0.73, 4.31], [-3.48, 0.79, -3.02], [-4.67, 0.31, -5.14], [-5.35, -1.97, -5.71], [-5.02, -3.84, -4.12], [-4.05, -4.26, -1.42], [-2.56, 7.30, 0.79], [-2.33, 6.14, 0.61], [-2.69, 5.27, -0.88], [-2.09, 3.69, -0.38], [-1.59, 3.60, 0.87], [-0.97, 2.21, 1.70], [-1.59, 5.09, 1.82], [-2.27, 2.43, -1.57], [3.80, -6.62, -0.01], [3.07, -5.33, 0.23], [2.74, -4.47, -0.81], [2.15, -3.23, -0.57], [1.85, -2.35, -1.75], [1.90, -2.81, 0.74], [1.12, -1.01, 1.29], [0.88, 0.05, -0.20], [1.78, 1.04, -0.55], [1.34, 2.31, -0.98], [2.23, 3.32, -1.25], [3.60, 3.12, -1.13], [4.05, 1.85, -0.80], [3.16, 0.84, -0.53], [2.65, -0.23, 2.35], [2.26, 0.70, 3.33], [0.89, 0.77, 3.94], [3.19, 1.57, 3.89], [4.53, 1.51, 3.55], [5.54, 2.46, 4.13], [4.93, 0.49, 2.70], [4.03, -0.38, 2.12], [4.63, -1.53, 1.35], [2.13, -3.72, 1.78], [1.81, -3.41, 3.21], [2.72, -4.95, 1.52], [3.92, -6.82, -1.07], [3.27, -7.45, 0.45], [4.79, -6.55, 0.44], [2.96, -4.76, -1.83], [1.85, -2.93, -2.67], [2.59, -1.56, -1.85], [0.88, -1.87, -1.64], [0.27, 2.49, -1.10], [1.85, 4.29, -1.56], [4.29, 3.93, -1.30], [5.11, 1.64, -0.75], [3.54, -0.15, -0.30], [0.15, 0.20, 3.36], [0.53, 1.79, 4.00], [0.94, 0.36, 4.95], [2.86, 2.30, 4.61], [5.05, 3.27, 4.66], [6.16, 2.88, 3.35], [6.19, 1.93, 4.82], [5.98, 0.39, 2.47], [5.60, -1.24, 0.93], [3.99, -1.89, 0.55], [4.80, -2.36, 2.03], [1.23, -2.49, 3.30], [2.73, -3.29, 3.78], [1.25, -4.24, 3.65], [2.93, -5.62, 2.34]]}


[3]
{"formula": "C50H50F48O11S3", "method": "ωB97M-V with the def2-TZVPD basis set", "homo_energy_ev": -9.330, "total_charge": 0, "energy_ha": -8750.8104, "lumo_ev": -1.40, "symbols": ["C", "C", "C", "F", "F", "F", "F", "O", "C", "C", "F", "F", "F", "F", "H", "H", "H", "H", "C", "C", "C", "F", "F", "F", "F", "O", "C", "C", "F", "F", "F", "F", "H", "H", "H", "H", "C", "C", "C", "F", "F", "F", "F", "O", "C", "C", "F", "F", "F", "F", "H", "H", "H", "H", "C", "C", "C", "F", "F", "F", "F", "O", "C", "C", "F", "F", "F", "F", "H", "H", "H", "H", "C", "C", "C", "F", "F", "F", "F", "O", "C", "C", "F", "F", "F", "F", "H", "H", "H", "H", "C", "C", "C", "F", "F", "F", "F", "O", "C", "C", "F", "F", "F", "F", "H", "H", "H", "H", "C", "S", "O", "C", "H", "H", "H", "H", "H", "H", "C", "S", "O", "C", "H", "H", "H", "H", "H", "H", "C", "S", "O", "C", "H", "H", "H", "H", "H", "H", "C", "C", "C", "C", "C", "C", "C", "O", "C", "C", "C", "C", "C", "C", "C", "O", "H", "H", "H", "H", "H", "H", "H", "H"], "positions_angstrom": [[-23.84, 6.86, -4.62], [-22.99, 8.00, -3.97], [-21.59, 8.36, -4.61], [-21.45, 8.26, -5.95], [-21.18, 9.61, -4.31], [-23.63, 9.10, -4.06], [-22.73, 7.68, -2.69], [-23.60, 6.67, -6.05], [-24.58, 5.94, -6.74], [-24.11, 5.87, -8.23], [-25.02, 5.20, -8.98], [-23.94, 7.07, -8.87], [-24.68, 4.71, -6.17], [-25.78, 6.58, -6.62], [-24.83, 7.26, -4.41], [-23.45, 5.95, -4.17], [-20.85, 7.67, -4.20], [-23.16, 5.37, -8.37], [-18.45, 2.65, -2.76], [-19.77, 3.14, -2.21], [-20.18, 4.50, -2.72], [-20.03, 4.86, -4.00], [-21.42, 4.82, -2.41], [-20.65, 2.21, -2.57], [-19.70, 3.19, -0.94], [-17.39, 3.56, -2.33], [-16.19, 3.49, -3.16], [-15.08, 4.33, -2.51], [-13.98, 4.51, -3.23], [-15.58, 5.53, -2.09], [-15.81, 2.20, -3.33], [-16.55, 4.02, -4.32], [-18.61, 2.65, -3.84], [-18.08, 1.70, -2.36], [-19.55, 5.26, -2.24], [-14.84, 3.84, -1.57], [-15.55, 12.41, 1.50], [-14.38, 11.63, 0.77], [-14.77, 11.50, -0.70], [-15.83, 10.71, -0.89], [-15.16, 12.70, -1.13], [-13.29, 12.40, 1.08], [-14.23, 10.40, 1.45], [-15.38, 12.50, 2.94], [-16.01, 13.67, 3.54], [-15.79, 13.58, 5.00], [-16.26, 14.73, 5.54], [-16.27, 12.54, 5.73], [-15.45, 14.83, 3.13], [-17.32, 13.72, 3.23], [-16.47, 11.82, 1.44], [-15.65, 13.42, 1.10], [-14.03, 11.15, -1.41], [-14.71, 13.72, 5.05], [-23.65, 9.77, 2.33], [-24.15, 9.26, 3.72], [-24.10, 7.68, 3.81], [-22.84, 7.28, 3.76], [-24.54, 7.14, 4.93], [-23.48, 9.84, 4.73], [-25.42, 9.67, 3.85], [-24.50, 9.34, 1.25], [-24.03, 9.70, -0.06], [-25.20, 9.77, -1.07], [-26.10, 8.77, -0.97], [-25.79, 10.97, -0.87], [-23.26, 10.78, -0.11], [-23.19, 8.70, -0.37], [-22.66, 9.35, 2.16], [-23.64, 10.86, 2.19], [-24.73, 7.23, 3.05], [-24.81, 9.91, -2.08], [-26.41, 3.50, -1.06], [-27.51, 2.60, -0.46], [-28.03, 1.57, -1.58], [-29.12, 1.06, -1.04], [-28.35, 1.98, -2.86], [-27.08, 1.84, 0.60], [-28.58, 3.25, 0.03], [-25.85, 4.28, 0.07], [-24.56, 4.78, -0.31], [-23.94, 5.80, 0.69], [-23.87, 5.20, 1.87], [-22.68, 6.06, 0.34], [-23.68, 3.74, -0.41], [-24.60, 5.33, -1.48], [-26.90, 4.16, -1.77], [-25.60, 2.99, -1.59], [-27.38, 0.69, -1.59], [-24.40, 6.79, 0.62], [-18.94, 5.77, -6.74], [-19.23, 6.20, -8.18], [-18.29, 5.50, -9.21], [-17.99, 4.22, -8.97], [-18.85, 5.61, -10.36], [-20.59, 5.95, -8.27], [-19.12, 7.55, -8.17], [-17.51, 5.93, -6.36], [-17.14, 7.09, -5.55], [-15.59, 7.36, -5.54], [-15.15, 7.73, -6.74], [-15.18, 8.26, -4.63], [-17.82, 8.20, -5.72], [-17.40, 6.57, -4.38], [-19.14, 4.71, -6.58], [-19.59, 6.20, -5.98], [-17.34, 6.03, -9.17], [-15.00, 6.50, -5.23], [-18.73, 10.57, 2.65], [-19.82, 10.15, 4.04], [-19.33, 8.84, 4.71], [-19.49, 11.62, 5.20], [-18.03, 9.78, 2.37], [-18.22, 11.51, 2.88], [-19.43, 10.72, 1.82], [-19.40, 12.58, 4.68], [-18.46, 11.59, 5.57], [-20.11, 11.46, 6.08], [-10.88, 7.43, -1.25], [-12.10, 8.63, -0.70], [-12.16, 9.56, -1.87], [-13.58, 7.56, -1.17], [-9.91, 7.92, -1.20], [-11.15, 6.96, -2.20], [-10.97, 6.66, -0.49], [-13.54, 7.46, -2.25], [-14.48, 8.11, -0.90], [-13.64, 6.64, -0.59], [-17.46, 8.07, -0.63], [-19.06, 8.60, -1.31], [-19.27, 7.62, -2.46], [-20.00, 7.96, 0.12], [-17.03, 8.60, 0.22], [-16.81, 8.11, -1.50], [-17.48, 6.99, -0.48], [-19.75, 8.57, 1.00], [-19.83, 6.90, 0.24], [-21.05, 8.00, -0.19], [-20.36, 4.78, 2.51], [-19.91, 6.03, 2.93], [-18.59, 6.45, 2.86], [-17.68, 5.58, 2.20], [-18.14, 4.31, 1.70], [-19.49, 3.99, 1.72], [-17.10, 3.31, 1.13], [-17.43, 2.23, 0.62], [-15.66, 3.74, 1.24], [-14.62, 2.81, 0.99], [-13.28, 3.17, 0.93], [-12.99, 4.49, 1.11], [-13.91, 5.38, 1.58], [-15.23, 5.04, 1.63], [-16.20, 6.05, 2.15], [-15.81, 7.15, 2.53], [-21.35, 4.34, 2.55], [-20.63, 6.55, 3.54], [-18.24, 7.39, 3.26], [-19.92, 3.07, 1.37], [-14.82, 1.76, 0.84], [-12.50, 2.48, 0.66], [-11.94, 4.75, 1.05], [-13.51, 6.35, 1.85]]}


[4]
{"formula": "C50H50N11O2PS2Sn", "method": "ωB97M-V with the def2-TZVPD basis set", "homo_energy_ev": -5.042, "total_charge": 0, "de_lowest_kj_mol": 333.8, "energy_ha": -4040.0659, "lumo_ev": -0.41, "symbols": ["Sn", "C", "N", "C", "C", "C", "C", "C", "C", "C", "N", "C", "C", "C", "C", "C", "C", "N", "C", "C", "H", "H", "H", "H", "H", "H", "H", "H", "H", "H", "H", "H", "H", "H", "H", "H", "H", "H", "H", "H", "N", "P", "C", "C", "C", "C", "C", "C", "C", "C", "C", "C", "C", "C", "C", "C", "C", "C", "C", "N", "H", "H", "H", "H", "H", "H", "H", "H", "H", "H", "H", "H", "H", "H", "H", "N", "C", "C", "C", "C", "C", "C", "S", "O", "O", "N", "C", "N", "C", "C", "C", "N", "H", "H", "H", "H", "H", "H", "H", "H", "H", "N", "C", "N", "C", "C", "C", "C", "C", "C", "S", "H", "H", "H", "H", "H", "H"], "positions_angstrom": [[11.59, 11.96, 12.38], [14.81, 10.80, 12.87], [14.53, 9.65, 11.98], [14.43, 8.31, 12.62], [14.98, 9.63, 10.68], [15.56, 8.46, 10.09], [16.35, 8.53, 8.97], [16.28, 9.71, 8.21], [15.55, 10.81, 8.63], [14.81, 10.80, 9.86], [14.20, 11.92, 10.22], [13.42, 12.63, 9.41], [13.01, 12.13, 8.13], [12.07, 12.82, 7.30], [11.50, 14.03, 7.73], [11.76, 14.46, 9.01], [12.79, 13.91, 9.82], [13.19, 14.64, 10.97], [12.37, 15.83, 11.32], [14.57, 14.65, 11.39], [15.84, 10.82, 13.22], [14.13, 10.72, 13.70], [14.58, 11.70, 12.25], [13.98, 7.66, 11.88], [13.82, 8.41, 13.59], [15.43, 7.89, 12.77], [15.55, 7.58, 10.73], [17.02, 7.73, 8.74], [16.79, 9.74, 7.26], [15.45, 11.71, 7.98], [13.39, 11.17, 7.81], [11.85, 12.40, 6.29], [10.76, 14.53, 7.08], [11.16, 15.28, 9.38], [12.65, 16.19, 12.35], [12.44, 16.70, 10.66], [11.28, 15.61, 11.36], [15.22, 15.29, 10.77], [14.96, 13.60, 11.27], [14.68, 14.89, 12.48], [19.18, 13.61, 15.51], [18.36, 14.52, 14.30], [19.25, 16.10, 14.35], [18.51, 17.22, 14.65], [19.18, 18.47, 14.88], [20.53, 18.56, 14.74], [21.30, 17.42, 14.31], [20.68, 16.22, 14.20], [19.21, 13.69, 12.84], [19.29, 12.28, 12.72], [19.89, 11.61, 11.67], [20.45, 12.37, 10.62], [20.45, 13.75, 10.75], [19.76, 14.40, 11.78], [18.55, 12.85, 16.51], [19.33, 12.19, 17.53], [18.65, 11.32, 18.37], [17.25, 11.19, 18.27], [16.66, 11.93, 17.31], [17.28, 12.72, 16.42], [20.19, 13.51, 15.54], [17.44, 17.20, 14.74], [18.56, 19.32, 15.17], [21.08, 19.49, 14.86], [22.38, 17.42, 14.18], [21.32, 15.40, 13.97], [18.89, 11.71, 13.54], [19.87, 10.54, 11.66], [20.86, 11.92, 9.72], [20.97, 14.33, 9.99], [19.69, 15.49, 11.71], [20.39, 12.40, 17.64], [19.23, 10.78, 19.14], [16.63, 10.59, 18.95], [15.54, 11.92, 17.17], [6.88, 9.84, 8.62], [7.28, 10.80, 9.53], [6.47, 11.03, 10.67], [6.84, 11.92, 11.66], [8.02, 12.67, 11.46], [8.82, 12.53, 10.35], [8.46, 11.57, 9.41], [8.44, 13.81, 12.80], [8.32, 15.20, 12.42], [7.89, 13.26, 14.03], [10.10, 13.53, 12.90], [10.81, 14.12, 13.93], [10.47, 15.30, 14.41], [11.33, 15.83, 15.31], [12.55, 15.27, 15.57], [12.84, 14.02, 15.02], [11.95, 13.41, 14.27], [5.95, 9.44, 8.74], [7.23, 9.87, 7.68], [5.57, 10.46, 10.71], [6.25, 12.07, 12.56], [9.71, 13.14, 10.24], [9.05, 11.57, 8.51], [10.97, 16.77, 15.72], [13.25, 15.77, 16.24], [13.81, 13.53, 15.08], [9.09, 10.77, 14.80], [9.67, 9.79, 14.10], [10.17, 10.08, 12.88], [10.62, 8.93, 12.20], [11.06, 8.83, 10.89], [11.35, 7.56, 10.38], [11.09, 6.42, 11.11], [10.69, 6.53, 12.45], [10.35, 7.76, 12.97], [9.68, 8.09, 14.56], [8.64, 11.54, 14.31], [8.80, 10.55, 15.75], [11.32, 9.73, 10.23], [11.91, 7.43, 9.42], [11.23, 5.47, 10.62], [10.67, 5.64, 13.08]]}